DFT (ωB97M-V/def2-TZVPD) results for a molecular structure, C8H10ClPS in a non-equilibrium geometry.

Last column: natural (NBO) charge in e.
Geometry (Å):
Cl1 -0.05 2.90 0.65  -0.266
S1 -3.07 1.58 0.63  -0.478
P1 -1.20 1.34 0.13  1.048
C1 0.10 -0.55 0.89  -0.048
C2 0.53 -2.84 1.26  -0.189
C3 -0.76 1.22 -1.69  -0.697
C4 -1.44 2.34 -2.41  -0.630
C5 2.30 -1.24 1.50  -0.193
C6 1.42 -0.23 1.22  -0.281
C7 1.86 -2.58 1.44  -0.203
C8 -0.41 -1.79 1.06  -0.283
H1 -1.06 2.15 -3.43  0.220
H2 -2.55 2.36 -2.46  0.240
H3 -1.16 0.29 -1.81  0.223
H4 3.20 -1.00 1.95  0.212
H5 0.17 -3.79 1.35  0.207
H6 0.25 1.15 -1.94  0.242
H7 1.72 0.76 1.29  0.224
H8 -0.95 3.36 -1.99  0.218
H9 2.50 -3.37 1.43  0.209
H10 -1.42 -2.04 0.93  0.228

Calculated values
Spin multiplicity: 1
DFT total energy in Eh: -1510.5246
Relative energy (zero: lowest compared OMol25 entry of this formula, charge and spin) in eV: 1.606
Frontier orbital gap in Eh: 0.32727